Entry from OMol25: a gas-phase ion, C30H40BF3N3O4 (charge +1) (ωB97M-V with the def2-TZVPD basis set).

XYZ file:
```
81
Properties=species:S:1:pos:R:3:forces:R:3
C 5.327131 0.166865 0.131346 0.06 0.23 0.10
C 4.290464 -0.523460 0.578522 -0.39 -0.18 -0.14
C 3.606196 -1.602463 -0.240335 0.97 -0.39 0.20
N 2.131604 -1.596783 -0.132065 0.61 0.37 -0.38
C 1.522986 -2.862523 0.306440 0.33 -0.82 -0.25
C 1.873564 -4.042950 -0.651303 0.27 -0.45 -0.15
C 0.644755 -4.761649 -1.186568 0.04 0.03 -0.27
O 2.654668 -5.039184 0.005565 -0.23 0.16 0.26
C 1.463136 -0.519878 -0.405462 -2.60 1.14 -0.11
N 1.846259 0.718072 -0.799146 1.44 -0.84 -0.82
C 2.859718 1.008090 -1.795381 0.62 1.41 -0.72
C 2.310010 1.339845 -3.214021 0.60 0.61 0.10
C 3.483288 2.020486 -3.933117 1.41 -0.54 -1.20
O 4.402712 1.390143 -4.417487 -1.26 0.53 0.83
O 3.509135 3.376240 -4.033838 -0.42 -0.65 0.47
C 1.067055 1.749645 -0.118032 0.20 -0.52 1.24
C 0.710499 3.047187 -0.824511 -0.40 0.52 -0.33
F 0.240131 3.912580 0.075007 -0.04 -0.28 0.05
F -0.220758 2.940719 -1.790765 0.24 -0.20 -0.02
F 1.786025 3.659101 -1.379157 0.00 -0.35 -0.03
C -0.062810 0.864988 0.527312 -0.88 -0.95 -0.73
C -1.549705 1.245304 0.432139 -0.18 0.57 0.50
C -2.092704 2.170378 1.502425 -0.83 -0.24 -0.47
C -1.373867 2.968567 2.350018 1.95 -0.15 -0.04
C -1.951833 3.814278 3.271625 -0.30 0.46 0.35
C -3.323191 3.875791 3.352213 0.47 0.11 0.09
C -4.081173 3.070962 2.510636 -1.49 0.79 0.80
C -5.595792 3.151325 2.653902 0.50 -0.44 -0.21
C -3.479679 2.238263 1.607488 -0.14 -0.29 -0.40
B 0.301616 0.304749 2.005361 -0.65 0.21 1.02
O 1.570794 0.508200 2.550752 -0.32 0.62 -0.78
C -0.745423 -0.482663 2.896586 -0.31 -0.30 -0.26
C -0.374967 -1.981390 3.106145 0.06 0.23 -0.18
N 0.018696 -0.437877 -0.239970 1.78 -0.56 0.63
C -0.531743 -0.449897 -1.619899 -0.09 -0.91 -0.39
C -1.840702 -1.207652 -1.754877 0.06 1.36 -0.09
C -2.848665 -0.615672 -2.502879 0.37 0.28 0.06
C -4.060358 -1.244694 -2.615943 -1.40 0.21 -0.84
C -4.315102 -2.463689 -2.030725 0.16 -0.54 0.35
C -3.304720 -3.057772 -1.295437 -0.66 -0.33 -0.06
C -2.098264 -2.415239 -1.158374 0.83 -0.83 0.83
H 5.663484 1.045114 0.676453 0.37 -0.43 0.15
H 5.865745 -0.091410 -0.779329 -0.37 0.27 -0.10
H 3.909991 -0.372615 1.589110 -0.23 0.25 -0.31
H 3.901311 -1.566509 -1.294313 -0.04 0.08 0.18
H 3.970064 -2.575691 0.108149 -0.39 0.06 0.01
H 1.983643 -3.103304 1.271835 -0.22 0.18 -0.04
H 0.448801 -2.776952 0.442401 0.16 0.36 -0.05
H 2.473032 -3.691571 -1.508337 -0.29 0.27 0.14
H 0.110337 -4.104266 -1.881629 -0.11 -0.12 0.23
H -0.011575 -5.110962 -0.381400 0.07 0.25 -0.08
H 0.940957 -5.649056 -1.752695 0.13 0.17 0.10
H 3.319038 -4.633553 0.572684 0.05 -0.09 -0.09
H 3.412995 1.902509 -1.478476 -0.07 -0.30 0.22
H 3.621590 0.248343 -1.949635 -0.35 -0.20 0.42
H 2.074474 0.433419 -3.775512 -0.19 0.19 0.08
H 1.490293 2.061457 -3.202188 -0.19 -0.50 0.10
H 2.769021 3.773034 -3.553085 0.03 0.02 -0.11
H 1.704675 2.081169 0.719520 -0.16 0.19 -0.22
H -2.113732 0.310187 0.522053 0.23 0.06 -0.02
H -1.859271 1.648852 -0.539855 0.41 -0.02 0.06
H -0.281563 2.965102 2.284400 -0.17 -0.01 0.02
H -1.366925 4.463700 3.915814 0.16 -0.22 -0.14
H -3.762648 4.560075 4.070926 -0.24 -0.18 -0.14
H -6.020236 2.174352 2.401664 -0.17 0.22 0.09
H -5.835133 3.399870 3.690193 -0.18 -0.03 -0.20
H -6.029479 3.903581 1.987474 0.07 -0.08 0.12
H -4.128890 1.645258 0.963518 0.23 -0.06 0.02
H 1.484465 1.139905 3.278852 0.32 -0.43 0.30
H -0.794249 -0.008628 3.888101 0.10 0.09 -0.22
H -1.760309 -0.447315 2.487970 0.11 0.14 0.16
H -0.887809 -2.612542 2.371243 0.21 0.13 0.00
H -0.686956 -2.348537 4.086814 0.13 0.14 -0.09
H 0.707796 -2.112542 3.004142 -0.15 -0.22 0.19
H 0.197768 -0.988394 -2.250434 -0.04 0.17 0.14
H -0.612694 0.554616 -2.049924 -0.04 -0.11 0.16
H -2.693042 0.350949 -2.975870 0.00 -0.11 0.05
H -4.863691 -0.793283 -3.194191 0.21 0.11 0.05
H -5.266655 -2.976004 -2.117473 0.01 0.25 -0.14
H -3.488652 -4.021362 -0.830228 0.17 0.12 0.03
H -1.354936 -2.913305 -0.542959 0.05 0.24 -0.09
```
Forces are in eV/Å.

Properties
Gap between HOMO and LUMO in eV: 8.66
Net charge: +1
Electronic energy in Eh: -1956.62403
SMILES: C=CCN(C[C@H](C)O)C1=[N+](Cc2ccccc2)[C@@](Cc2cccc(C)c2)(B(O)CC)[C@H](C(F)(F)F)N1CCC(=O)O

=====

Entry from OMol25: a molecular structure, C12H22GeN4OPdS (ωB97M-V with the def2-TZVPD basis set).

XYZ file:
```
42
Properties=species:S:1:pos:R:3:forces:R:3
Pd 0.474775 0.383760 -0.448056 0.95 0.09 -0.05
C -0.756365 2.813111 2.932918 0.02 -0.04 0.01
C -0.609042 1.939490 1.728880 -0.44 -0.13 -0.10
N 0.509077 1.492174 1.291219 0.05 0.26 -0.20
N 1.678168 1.816054 1.916119 -0.06 -0.25 -0.22
C 2.723432 1.357015 1.255647 -0.05 0.19 0.19
N 3.930149 1.665652 1.794315 0.07 -0.15 -0.01
S 2.757624 0.458379 -0.242515 -0.23 -0.02 0.11
C -1.800829 1.538588 0.918039 0.38 0.17 0.25
C -3.087022 1.883234 1.292913 -0.21 0.01 -0.02
C -4.153373 1.539644 0.470517 0.06 0.07 0.13
C -3.904569 0.862291 -0.705637 0.06 -0.05 -0.07
C -2.590782 0.529807 -1.007582 -0.05 -0.02 0.05
N -1.572606 0.848275 -0.218764 -0.05 -0.27 -0.15
H 0.214324 3.220176 3.199456 0.01 -0.01 0.02
H -1.134462 2.241580 3.784530 -0.01 0.00 -0.01
H -1.452371 3.630525 2.743037 0.02 0.01 -0.02
H 3.936693 1.961032 2.756580 -0.02 0.06 -0.03
H 4.726048 1.147785 1.465434 0.01 0.03 -0.01
H -3.251998 2.410784 2.220949 -0.03 0.02 -0.02
H -5.164159 1.806610 0.749733 0.01 -0.01 0.01
H -4.702166 0.582477 -1.378652 0.01 0.00 -0.01
H -2.336092 -0.013416 -1.907978 -0.01 -0.01 0.00
O 0.925567 2.927863 -2.011670 -0.15 0.23 -0.23
H 0.663083 3.611577 -1.389801 0.06 0.04 0.07
H 1.836903 2.715606 -1.786224 0.06 -0.16 0.12
C -0.192187 -2.658582 0.452918 0.01 -0.08 0.05
Ge 0.788649 -2.607983 -1.251255 -0.24 -0.11 -0.08
C 2.640412 -3.141091 -0.936088 0.09 0.03 -0.02
C -0.042972 -4.031081 -2.323563 0.04 -0.03 -0.13
C 0.608171 -0.851261 -2.086679 -0.42 0.18 0.48
H -0.194506 -3.672833 0.859917 -0.01 0.01 -0.02
H -1.229250 -2.354306 0.294189 0.00 0.01 0.03
H 0.254895 -1.989807 1.188222 0.00 0.01 0.02
H 2.669817 -4.202136 -0.681894 0.02 0.01 0.01
H 3.085652 -2.568243 -0.123791 0.00 0.00 -0.01
H 3.240812 -2.986343 -1.834143 0.01 -0.01 0.02
H 0.109749 -4.998046 -1.839405 -0.02 0.01 -0.01
H 0.394532 -4.076306 -3.322559 -0.03 -0.02 0.01
H -1.116994 -3.865754 -2.426922 0.01 0.01 -0.01
H -0.322121 -0.769490 -2.656883 0.06 -0.06 -0.12
H 1.445321 -0.596826 -2.735468 0.00 -0.02 -0.03
```
Forces are in eV/Å.

Properties
Gap between HOMO and LUMO in eV: 7.44
Electronic energy in Eh: -3367.71841

=====

Entry from OMol25: a molecular structure, C5H6O3 (ωB97M-V with the def2-TZVPD basis set).

XYZ file:
```
14
Properties=species:S:1:pos:R:3:forces:R:3
C -1.199464 0.379338 -0.177122 1.49 -0.56 -0.15
C -0.043695 0.547285 0.884921 0.87 -0.53 0.18
C 0.100898 0.762533 -1.051947 1.24 0.85 -1.00
C 1.143264 -0.465970 -0.897675 -0.88 -3.53 0.81
C 0.966528 -0.503811 0.570572 1.57 -1.69 -1.54
H -1.879687 -1.157142 1.331971 -0.51 0.34 -4.13
H -1.901845 1.153493 0.124323 0.16 0.74 -0.92
H -0.305341 0.467423 1.994804 0.16 1.51 -1.14
H 0.193995 1.344004 -1.968899 -0.75 -0.34 -0.18
H 1.150705 -1.598553 -1.381262 -0.39 3.55 0.57
H 0.831845 -1.429331 1.047574 0.27 -1.21 0.65
O -1.912529 -0.796705 -0.434627 1.22 -0.47 5.01
O 0.516176 1.622077 0.016219 -1.14 -0.16 1.49
O 2.339153 -0.324645 -0.058853 -3.31 1.50 0.33
```
Forces are in eV/Å.

Properties
Gap between HOMO and LUMO in eV: 7.24
Electronic energy in Eh: -419.49082